{"formula": "C36H89N5", "method": "ωB97M-V/def2-TZVPD", "species": ["N", "N", "N", "N", "N", "C", "C", "C", "C", "C", "C", "C", "C", "C", "C", "C", "C", "C", "C", "C", "C", "C", "C", "C", "C", "C", "C", "C", "C", "C", "C", "C", "C", "C", "C", "C", "C", "C", "C", "C", "C", "H", "H", "H", "H", "H", "H", "H", "H", "H", "H", "H", "H", "H", "H", "H", "H", "H", "H", "H", "H", "H", "H", "H", "H", "H", "H", "H", "H", "H", "H", "H", "H", "H", "H", "H", "H", "H", "H", "H", "H", "H", "H", "H", "H", "H", "H", "H", "H", "H", "H", "H", "H", "H", "H", "H", "H", "H", "H", "H", "H", "H", "H", "H", "H", "H", "H", "H", "H", "H", "H", "H", "H", "H", "H", "H", "H", "H", "H", "H", "H", "H", "H", "H", "H", "H", "H", "H", "H", "H"], "coordinates": [[96.80, 33.81, 166.82], [92.29, 38.90, 172.27], [87.53, 36.15, 168.92], [92.36, 39.48, 166.18], [85.45, 41.11, 167.81], [92.64, 37.14, 165.56], [91.53, 40.64, 165.79], [87.09, 35.73, 170.35], [93.22, 39.59, 167.30], [88.72, 36.96, 168.92], [97.55, 39.23, 168.10], [91.63, 38.10, 166.04], [92.00, 39.84, 171.22], [98.18, 34.45, 166.98], [95.66, 34.66, 168.97], [84.44, 43.03, 166.54], [98.25, 38.91, 165.66], [93.64, 38.16, 172.03], [90.57, 40.99, 166.96], [94.33, 40.74, 167.28], [96.03, 34.63, 165.96], [89.99, 36.23, 169.25], [87.13, 41.72, 169.42], [84.98, 41.53, 166.52], [87.63, 34.84, 168.11], [93.56, 37.22, 170.88], [86.83, 41.52, 167.91], [85.39, 39.65, 168.11], [96.08, 33.48, 168.11], [97.75, 39.34, 169.63], [92.07, 39.39, 173.64], [86.24, 34.40, 167.71], [86.34, 36.91, 171.00], [96.14, 34.18, 164.55], [98.67, 38.90, 167.16], [96.88, 40.11, 171.76], [92.93, 40.65, 173.88], [90.52, 40.37, 171.28], [86.09, 38.70, 167.29], [96.68, 40.02, 170.33], [99.19, 33.41, 167.49], [89.03, 37.50, 168.02], [91.02, 40.52, 164.86], [99.16, 38.02, 167.52], [95.89, 39.41, 170.12], [90.81, 38.18, 165.26], [95.24, 35.49, 168.44], [85.87, 37.88, 167.76], [97.65, 40.77, 172.08], [95.59, 34.20, 169.82], [97.85, 38.40, 169.92], [90.38, 41.19, 172.06], [94.44, 38.84, 171.48], [92.26, 41.57, 165.58], [85.25, 43.71, 167.02], [92.70, 38.44, 174.30], [96.58, 40.92, 169.75], [83.92, 43.25, 165.66], [88.55, 37.75, 169.63], [98.52, 34.62, 166.08], [94.98, 34.59, 166.32], [84.08, 40.91, 166.18], [85.90, 35.11, 167.06], [92.58, 39.68, 168.13], [97.06, 34.02, 164.40], [86.23, 35.05, 170.37], [94.61, 40.86, 166.25], [89.85, 35.58, 170.08], [91.07, 39.55, 173.92], [86.51, 33.60, 167.11], [86.59, 42.35, 169.71], [90.53, 35.61, 168.38], [92.92, 36.30, 171.24], [89.79, 40.29, 167.10], [86.87, 37.85, 171.00], [100.15, 33.91, 167.24], [94.07, 40.65, 173.64], [97.42, 38.33, 165.38], [91.93, 36.59, 165.23], [96.64, 35.30, 168.97], [99.22, 32.74, 166.74], [85.84, 39.33, 169.12], [90.46, 40.80, 170.33], [97.25, 40.20, 167.86], [91.23, 37.97, 167.01], [85.82, 38.96, 166.27], [93.16, 37.44, 164.92], [98.00, 39.93, 165.33], [83.57, 43.17, 167.35], [93.28, 36.63, 166.33], [94.70, 36.92, 170.90], [90.86, 36.94, 169.67], [93.14, 37.54, 169.89], [95.16, 33.07, 167.90], [87.09, 38.63, 167.47], [96.47, 32.65, 168.86], [87.85, 35.40, 171.13], [98.25, 35.22, 167.54], [96.19, 35.66, 166.34], [92.22, 39.42, 170.35], [85.47, 34.22, 168.55], [88.22, 35.08, 167.30], [85.70, 41.60, 165.77], [94.00, 37.66, 173.08], [91.22, 41.34, 167.89], [95.48, 33.18, 164.45], [92.24, 41.35, 173.48], [98.59, 39.90, 169.74], [86.88, 42.37, 167.40], [88.34, 42.04, 169.50], [87.19, 40.81, 169.79], [96.65, 38.62, 167.90], [99.46, 39.81, 167.18], [89.62, 39.76, 171.20], [99.11, 32.91, 168.40], [85.71, 37.20, 170.30], [96.12, 40.83, 172.40], [92.69, 40.70, 170.97], [89.92, 41.77, 166.49], [96.83, 39.28, 172.48], [95.02, 40.62, 167.99], [93.82, 41.67, 167.37], [92.86, 40.84, 174.84], [95.76, 34.87, 163.80], [87.59, 40.83, 167.54], [93.75, 38.60, 167.27], [84.44, 39.61, 168.20], [85.74, 36.69, 172.02], [88.20, 34.05, 168.53], [99.13, 38.70, 164.95]], "smiles": "CCN(CC)CC.CCN(CC)CC.CCN(CC)CC.CCN(CC)CC.CCN(CC)CC.CCCCCC", "homo_lumo_gap_ev": 8.42, "e_above_lowest_kj_mol": 542.2, "total_charge": 0}